(1)
14
Properties=species:S:1:pos:R:3:forces:R:3 method="wB97M-V/def2-TZVPD" charge=0 smiles="C=PBr.OCCBr" homo_ev=-9.9
C 2.120 2.114 0.075 -0.289 -1.701 -0.163
C -1.090 -1.315 -0.145 2.065 -0.849 -1.606
C -2.216 -0.375 0.123 -1.288 -2.635 -0.576
O 0.054 -0.744 0.482 2.737 -0.727 -0.735
P 3.121 1.127 0.966 -0.604 -0.285 -1.707
Br -2.254 1.108 -1.068 -0.181 0.306 -0.130
Br 3.087 -0.600 -0.605 0.598 0.174 0.597
H 0.994 -1.081 0.130 -3.317 0.836 0.815
H 1.842 2.983 0.640 -0.323 0.715 -0.344
H 1.587 1.746 -0.870 0.842 1.084 1.543
H -0.855 -1.556 -1.222 -0.533 0.612 0.736
H -1.287 -2.293 0.284 -0.343 -0.205 0.448
H -1.932 -0.085 1.098 -0.563 0.969 1.194
H -3.171 -1.029 0.114 1.200 1.706 -0.072


(2)
9
Properties=species:S:1:pos:R:3:forces:R:3 method="wB97M-V/def2-TZVPD" charge=0 smiles=Oc1cocn1 homo_ev=-8.5
O 1.962 -0.161 0.189 0.495 -0.223 -0.642
C 0.658 -0.021 -0.124 -0.628 -0.102 1.429
C 0.010 1.158 -0.265 -0.082 -1.097 0.051
O -1.318 0.958 -0.073 -0.912 -2.832 0.085
C -1.404 -0.672 0.201 0.692 3.316 -0.667
N -0.218 -1.087 0.174 0.205 0.460 -0.339
H 2.189 -1.083 0.038 0.233 -0.129 -0.008
H 0.490 2.131 -0.491 -0.992 -0.713 0.328
H -2.369 -1.223 0.350 0.988 1.320 -0.235


(3)
125
Properties=species:S:1:pos:R:3:forces:R:3 method="wB97M-V/def2-TZVPD" charge=-2 s_squared=2.0403 homo_ev="-0.5 / -1.5" multiplicity=3
Ti 0.209 -1.117 -0.663 0.119 -0.383 0.718
C -2.528 -1.346 8.000 -0.059 -0.026 0.012
O -3.659 -2.186 8.048 0.108 0.017 0.071
C -4.380 -2.297 6.871 -0.034 0.050 -0.071
C -5.230 -3.392 6.755 -0.064 -0.075 -0.051
C -5.971 -3.584 5.604 0.070 -0.069 0.077
C -5.884 -2.711 4.503 -0.236 0.094 -0.116
C -5.054 -1.587 4.666 0.053 0.023 0.080
C -4.317 -1.383 5.830 -0.064 -0.025 -0.135
N -6.737 -2.948 3.430 0.237 -0.031 0.092
N -6.507 -2.412 2.241 0.062 0.066 0.027
C -5.236 -2.244 1.750 -0.130 -0.024 -0.052
C -4.093 -2.943 2.132 0.046 -0.068 -0.079
C -2.852 -2.724 1.518 -0.106 -0.084 0.217
C -2.655 -1.811 0.503 0.380 -0.043 -0.032
O -1.417 -1.573 0.035 -1.793 -0.153 0.486
C -3.817 -1.147 0.001 -0.013 0.064 -0.106
N -3.696 -0.334 -1.085 0.524 0.115 -0.115
C -4.741 0.327 -1.518 -0.007 -0.006 0.001
C -6.008 0.244 -0.925 0.010 0.052 -0.106
C -6.168 -0.604 0.138 -0.091 -0.046 0.037
C -5.083 -1.347 0.628 0.165 0.007 0.100
H -1.955 -1.539 8.906 -0.008 -0.002 0.020
H -2.803 -0.287 7.977 -0.016 0.020 -0.008
H -1.907 -1.561 7.126 0.003 -0.007 -0.016
H -5.294 -4.090 7.583 0.008 -0.008 -0.017
H -6.630 -4.440 5.514 -0.008 0.019 0.009
H -4.992 -0.857 3.871 0.029 0.006 -0.013
H -3.692 -0.502 5.901 0.021 -0.006 -0.016
H -4.172 -3.689 2.910 0.040 0.006 0.060
H -1.987 -3.285 1.852 -0.081 0.029 0.024
H -4.576 0.963 -2.386 -0.036 -0.006 0.019
H -6.831 0.833 -1.310 -0.004 -0.003 -0.023
H -7.125 -0.734 0.628 0.031 -0.007 0.023
C 0.712 -2.749 2.020 -0.008 0.094 -0.053
N 1.494 -1.938 1.073 0.207 -0.176 0.056
C 2.221 -0.910 1.824 -0.018 0.021 -0.116
C 2.433 -2.824 0.351 -0.160 -0.148 -0.136
C 1.670 -3.720 -0.604 0.042 -0.014 0.026
C 2.066 -5.039 -0.809 -0.009 0.009 -0.030
C 1.351 -5.849 -1.686 0.007 0.078 -0.022
C 0.238 -5.325 -2.334 0.033 0.012 0.029
C -0.141 -4.003 -2.111 0.019 0.010 -0.013
C 0.562 -3.148 -1.254 0.229 -0.598 -0.145
H 1.382 -3.204 2.763 0.022 -0.011 0.011
H 0.193 -3.537 1.478 0.013 0.006 -0.014
H -0.012 -2.108 2.516 -0.012 0.021 0.005
H 2.967 -1.367 2.490 0.014 -0.014 0.017
H 1.515 -0.331 2.416 -0.022 0.003 0.009
H 2.723 -0.237 1.131 -0.005 -0.009 0.002
H 3.023 -3.415 1.067 0.038 0.014 0.058
H 3.112 -2.194 -0.224 0.043 0.085 0.052
H 2.928 -5.442 -0.282 -0.016 0.003 0.012
H 1.655 -6.877 -1.853 -0.009 -0.003 0.011
H -0.337 -5.951 -3.010 0.002 0.007 0.006
H -1.018 -3.623 -2.629 0.003 -0.007 -0.007
C 4.381 3.798 -2.666 0.086 -0.081 -0.016
C 2.872 3.693 -2.535 0.000 0.015 -0.011
C 2.172 4.937 -3.053 -0.102 0.021 0.000
O 2.405 2.573 -3.264 -0.018 -0.035 0.078
C 1.715 1.665 -2.406 -0.062 0.170 0.096
C 1.918 2.211 -0.992 0.045 -0.098 -0.088
O 2.540 3.484 -1.177 -0.055 -0.027 0.005
C 0.639 2.316 -0.110 -0.049 0.180 -0.028
O -0.046 1.112 -0.117 -0.011 0.026 -0.009
C 1.052 2.698 1.329 0.000 -0.001 -0.054
C 2.368 2.882 1.742 0.002 0.011 0.071
C 2.662 3.224 3.060 -0.036 -0.044 -0.047
C 1.644 3.378 3.987 -0.011 0.001 -0.029
C 0.325 3.204 3.582 0.012 0.041 0.002
C 0.038 2.880 2.268 -0.009 0.082 -0.006
C -0.245 3.465 -0.653 0.049 -0.061 0.008
C 0.057 4.806 -0.403 0.011 -0.031 -0.027
C -0.711 5.824 -0.946 0.004 -0.020 0.020
C -1.801 5.525 -1.755 0.021 -0.010 -0.007
C -2.130 4.198 -1.982 0.046 -0.038 -0.014
C -1.365 3.177 -1.423 -0.035 0.075 -0.002
C 2.248 0.213 -2.548 0.115 0.058 -0.185
O 1.785 -0.489 -1.458 1.148 0.247 -0.745
C 3.790 0.244 -2.570 -0.068 -0.008 -0.034
C 4.507 0.526 -3.733 0.000 -0.008 -0.023
C 5.892 0.564 -3.726 -0.045 0.024 -0.078
C 6.596 0.326 -2.553 0.014 -0.010 0.119
C 5.895 0.045 -1.390 -0.068 0.070 -0.025
C 4.504 0.002 -1.406 0.134 -0.023 0.094
C 1.781 -0.431 -3.861 0.139 -0.003 0.057
C 1.282 0.295 -4.933 -0.032 0.024 -0.082
C 0.944 -0.344 -6.122 0.005 -0.029 0.022
C 1.099 -1.716 -6.248 0.003 0.021 0.032
C 1.597 -2.448 -5.176 0.015 0.026 0.003
C 1.941 -1.807 -3.998 0.026 -0.031 -0.001
H 4.659 3.879 -3.719 0.015 0.021 0.025
H 4.849 2.906 -2.249 -0.007 0.026 0.005
H 4.734 4.678 -2.126 0.006 -0.009 -0.021
H 2.440 5.094 -4.100 0.009 0.031 0.026
H 2.464 5.808 -2.464 -0.005 0.000 -0.030
H 1.092 4.807 -2.975 0.022 0.008 -0.005
H 0.657 1.668 -2.675 -0.023 -0.016 -0.033
H 2.608 1.553 -0.463 0.027 -0.022 0.024
H 3.182 2.791 1.036 0.014 0.004 0.017
H 3.695 3.374 3.356 0.004 -0.021 -0.002
H 1.872 3.636 5.014 0.000 -0.003 0.002
H -0.483 3.322 4.293 0.001 -0.018 -0.003
H -0.991 2.763 1.955 0.018 -0.041 0.010
H 0.912 5.049 0.215 -0.019 -0.004 -0.008
H -0.456 6.858 -0.743 0.014 -0.006 0.002
H -2.388 6.320 -2.199 -0.023 -0.004 0.025
H -2.986 3.948 -2.599 -0.012 -0.013 0.033
H -1.655 2.147 -1.563 -0.033 0.032 -0.036
H 3.972 0.719 -4.654 -0.009 -0.016 0.017
H 6.428 0.786 -4.642 -0.017 -0.005 -0.005
H 7.679 0.359 -2.548 -0.005 -0.006 0.006
H 6.426 -0.136 -0.463 0.002 -0.031 -0.007
H 3.956 -0.233 -0.505 0.007 -0.013 -0.008
H 1.167 1.368 -4.857 -0.018 -0.009 -0.001
H 0.558 0.236 -6.952 -0.015 0.007 0.012
H 0.833 -2.214 -7.174 -0.012 0.002 0.004
H 1.717 -3.522 -5.255 -0.017 0.000 0.014
H 2.334 -2.376 -3.164 -0.062 -0.002 0.004
O -0.931 -0.185 -2.278 -0.746 0.340 0.239
H -1.888 -0.273 -2.014 0.404 -0.256 -0.134
H -0.646 0.511 -1.627 -0.221 0.621 -0.322
O -0.826 0.105 2.341 0.037 0.300 0.024
H -1.731 -0.188 2.188 0.023 -0.151 -0.058
H -0.554 0.511 1.479 -0.199 -0.159 0.212